(1)
The following is a quantum chemistry calculation of a 5-piece molecular cluster, C23H27Cl12NO2S overall in a non-equilibrium geometry, from the OMol25 dataset.

```
66
Properties=species:S:1:pos:R:3
C 3.51 -1.34 0.11
C 2.88 -1.36 -1.40
N 3.31 -2.39 -2.24
C 1.78 -0.31 -2.02
C 0.90 0.51 -0.92
C 1.17 2.16 -0.81
C 0.31 3.14 0.23
C 0.60 4.77 0.24
C -0.87 2.53 1.22
C -1.12 0.88 1.12
C -0.26 -0.09 0.07
C -0.65 -1.69 0.03
O 0.07 -2.67 -0.52
C -2.10 -2.15 0.71
C -2.69 -3.63 0.33
C -4.04 -3.63 -0.60
C -4.37 -2.22 -1.36
C -5.94 -2.35 -1.91
C -3.45 -1.92 -2.69
C -2.85 -1.26 1.67
S -4.49 -1.84 2.37
C -2.28 0.25 2.12
O -2.73 0.84 3.23
H 3.12 -0.48 0.80
H 3.20 -2.38 0.61
H 4.70 -1.34 0.04
H 3.98 -2.97 -1.66
H 1.03 -0.92 -2.70
H 2.35 0.48 -2.68
H 1.98 2.70 -1.47
H 0.99 5.07 -0.84
H -0.41 5.35 0.46
H 1.40 5.04 1.06
H -1.47 3.25 1.93
H -1.91 -4.35 -0.20
H -2.95 -4.17 1.36
H -4.94 -3.97 0.10
H -3.94 -4.47 -1.43
H -4.36 -1.27 -0.67
H -6.10 -1.48 -2.69
H -6.16 -3.42 -2.36
H -6.63 -2.14 -0.95
H -3.70 -0.80 -3.02
H -2.30 -1.95 -2.49
H -3.80 -2.61 -3.59
H -4.27 -2.45 3.62
C -9.62 -4.51 -1.55
Cl -8.48 -4.10 -0.25
Cl -8.85 -4.35 -3.13
Cl -10.25 -6.15 -1.32
H -10.46 -3.81 -1.50
C 4.71 5.27 -0.86
Cl 3.66 6.62 -0.40
Cl 5.73 4.78 0.51
Cl 3.75 3.89 -1.44
H 5.36 5.59 -1.67
C 7.53 5.54 4.33
Cl 8.10 4.72 5.79
Cl 8.55 6.95 3.97
Cl 7.51 4.42 2.95
H 6.51 5.89 4.50
C 7.98 0.50 1.67
Cl 6.86 1.69 0.98
Cl 7.16 -1.04 1.96
Cl 9.38 0.27 0.60
H 8.34 0.88 2.63
```

Output
Kohn-Sham gap: 7.16 eV
LUMO: -1.819 eV
Multiplicity: 1
Max |F|: 8.3 eV/Å


(2)
The following is a quantum chemistry calculation of C23H27ClN4O in the gas phase, from the OMol25 dataset.

```
56
Properties=species:S:1:pos:R:3
C -3.37 -0.46 -3.64
C -2.07 -0.68 -3.52
C -1.46 -2.05 -3.47
C -1.09 0.46 -3.41
N -0.56 0.55 -2.06
C 0.76 0.43 -1.80
O 1.61 0.19 -2.64
C 1.20 0.53 -0.32
C 0.91 1.80 0.45
C 1.96 2.42 1.09
C 1.77 3.53 1.95
C 0.53 4.02 2.17
N -0.53 3.43 1.53
C -1.87 3.73 1.59
C -2.47 2.84 0.75
N -1.57 2.00 0.17
C -0.39 2.36 0.66
N 0.85 -0.71 0.41
C 1.97 -1.22 1.19
C 3.01 -1.94 0.34
C 2.40 -3.15 -0.37
C 4.19 -2.35 1.21
C -0.41 -0.73 1.08
C -0.55 -0.23 2.38
C -1.79 -0.19 2.99
C -2.90 -0.66 2.31
Cl -4.46 -0.58 3.06
C -2.78 -1.19 1.04
C -1.53 -1.23 0.43
H -3.77 0.54 -3.68
H -4.08 -1.28 -3.70
H -0.75 -2.13 -2.64
H -2.21 -2.83 -3.37
H -0.88 -2.24 -4.38
H -0.24 0.31 -4.08
H -1.58 1.40 -3.67
H -1.17 0.88 -1.32
H 2.28 0.50 -0.43
H 2.96 2.03 0.94
H 2.62 4.00 2.44
H 0.30 4.85 2.82
H -2.25 4.52 2.20
H -3.53 2.76 0.53
H 2.45 -0.43 1.78
H 1.56 -1.94 1.91
H 3.37 -1.25 -0.43
H 2.03 -3.87 0.36
H 1.56 -2.84 -1.00
H 3.14 -3.65 -1.00
H 3.87 -3.05 1.99
H 4.96 -2.85 0.62
H 4.65 -1.49 1.70
H 0.32 0.15 2.90
H -1.90 0.21 3.99
H -3.65 -1.57 0.52
H -1.42 -1.64 -0.56
```

Output
Kohn-Sham gap: 8.71 eV
LUMO: 0.368 eV
Energy relative to the best compared isomer or geometry (same formula, charge and spin): 55.5 kJ/mol
Multiplicity: 1
Max |F|: 0.1 eV/Å


(3)
The following is a quantum chemistry calculation of C23H27CsI2N4O5S3 as an isolated structure in a non-equilibrium geometry, from the OMol25 dataset.

```
65
Properties=species:S:1:pos:R:3
Cs -0.14 0.37 1.19
C 1.57 -0.40 -5.48
N 1.30 0.66 -4.54
C 2.45 1.44 -4.08
C 0.06 0.74 -3.99
O -0.85 0.01 -4.35
C -0.12 1.78 -2.91
O -1.40 1.60 -2.34
C -1.71 2.67 -1.47
C -2.88 2.28 -0.58
O -3.65 1.38 -0.89
N -3.00 2.99 0.57
C -4.02 2.61 1.53
C -2.08 4.06 0.94
H 2.29 -1.12 -5.06
H 2.01 0.01 -6.40
H 0.65 -0.91 -5.71
H 3.22 1.40 -4.86
H 2.87 1.06 -3.14
H 2.21 2.49 -3.93
H -0.02 2.78 -3.37
H 0.68 1.71 -2.15
H -2.00 3.57 -2.05
H -0.84 2.95 -0.88
H -4.70 1.91 1.06
H -4.56 3.50 1.86
H -3.58 2.11 2.40
H -1.09 3.69 1.26
H -2.53 4.62 1.76
H -1.90 4.74 0.11
I -5.59 -5.71 3.52
C -4.64 -3.87 3.19
C -4.19 -3.12 4.26
C -3.57 -1.91 4.03
I -2.86 -0.79 5.65
C -3.36 -1.35 2.73
O -2.82 -0.23 2.53
C -3.82 -2.20 1.65
C -3.58 -1.73 0.24
N -2.18 -1.96 -0.17
C -1.99 -1.65 -1.59
C -0.57 -1.94 -2.00
C -0.26 -2.98 -2.88
C 1.06 -3.17 -3.26
C 2.03 -2.31 -2.77
C 1.64 -1.31 -1.89
N 0.38 -1.14 -1.50
C -4.44 -3.40 1.89
H -4.32 -3.48 5.28
H -3.77 -0.66 0.17
H -4.28 -2.24 -0.43
H -1.98 -2.94 -0.01
H -2.19 -0.59 -1.75
H -2.68 -2.22 -2.23
H -1.05 -3.60 -3.27
H 1.32 -3.96 -3.96
H 3.07 -2.40 -3.05
H 2.35 -0.59 -1.49
H -4.78 -3.99 1.04
S 3.38 4.24 -1.68
C 2.56 3.19 -0.64
S 3.10 1.57 -0.36
S 1.16 3.69 0.23
O 2.28 1.43 3.28
C 2.57 2.42 2.85
```

Output
Kohn-Sham gap: 4.19 eV
LUMO: 3.302 eV
Energy relative to the best compared isomer or geometry (same formula, charge and spin): 27.7 kJ/mol
Multiplicity: 1
Max |F|: 1.4 eV/Å
Net charge: -2


(4)
The following is a quantum chemistry calculation of C23H27F3IrN4S as an isolated structure in a non-equilibrium geometry, from the OMol25 dataset.

```
59
Properties=species:S:1:pos:R:3
Ir -0.12 -0.72 -0.59
F -4.60 -0.19 -3.17
C -4.07 -1.18 -3.89
F -4.50 -2.34 -3.37
F -4.54 -1.09 -5.14
C -2.56 -1.13 -3.89
C -1.87 -1.15 -5.09
C -0.48 -1.13 -5.09
C 0.17 -1.09 -3.88
N -0.51 -1.07 -2.72
C -1.84 -1.10 -2.70
S -2.42 -1.09 -1.06
H -2.42 -1.17 -6.02
H 0.09 -1.15 -6.01
H 1.25 -1.07 -3.81
C -2.31 0.01 4.11
C -1.36 0.97 3.42
C -1.02 2.20 4.00
C -0.15 3.08 3.37
C 0.22 4.40 4.03
C 0.38 2.76 2.14
C 0.06 1.53 1.48
C -0.81 0.66 2.20
N 0.54 1.13 0.24
C 1.52 1.86 -0.66
C 2.19 3.13 -0.11
C 0.77 2.26 -1.94
C 2.64 0.87 -1.00
H -2.63 0.39 5.08
H -1.83 -0.97 4.27
H -3.20 -0.16 3.50
H -1.45 2.46 4.97
H -0.27 4.51 5.00
H -0.07 5.25 3.40
H 1.30 4.46 4.19
H 1.03 3.48 1.68
H -1.06 -0.30 1.76
H 1.47 3.93 0.05
H 2.89 3.48 -0.87
H 2.75 2.94 0.81
H -0.03 2.97 -1.71
H 0.33 1.39 -2.42
H 1.47 2.73 -2.65
H 3.25 0.64 -0.12
H 3.30 1.29 -1.77
H 2.23 -0.07 -1.39
N -0.55 -3.96 -0.53
C 0.50 -3.64 0.27
C 1.22 -4.66 0.93
C 2.29 -4.33 1.71
C 2.66 -2.99 1.87
C 1.93 -2.05 1.21
N 0.87 -2.35 0.42
H -0.90 -4.90 -0.51
H -1.20 -3.25 -0.82
H 0.90 -5.69 0.80
H 2.85 -5.11 2.22
H 3.50 -2.69 2.48
H 2.16 -1.00 1.31
```

Output
Kohn-Sham gap (alpha / beta): 5.42 / 5.76 eV
LUMO (alpha / beta): -4.720 / -4.544 eV
Energy relative to the best compared isomer or geometry (same formula, charge and spin): 175.8 kJ/mol
Multiplicity: 1
Max |F|: 1.9 eV/Å
Net charge: +1